Molecular formula: C29H68ClO3P
Method: DFT, wB97M-V/def2-TZVPD

```
102
Properties=species:S:1:pos:R:3:forces:R:3
C 8.673181 -1.827241 0.470866 1.13 -0.36 0.09
O 7.804809 -0.675093 0.120604 -0.06 -1.96 -1.19
C 7.040078 -0.973259 -1.134988 0.59 -0.53 -0.16
C 6.144493 0.306941 -1.663227 -0.27 -0.44 -0.09
C 4.530089 0.120047 -1.271414 0.12 0.09 -0.14
C 3.514613 0.465015 -2.511263 0.66 0.52 -0.62
C 1.982662 0.848729 -2.071643 0.45 0.77 -1.27
P 1.131469 -0.423326 -0.920437 -0.35 -0.01 0.81
C 2.025624 -1.586870 0.320915 1.77 -0.72 0.72
C 1.006827 -1.761377 -2.279356 -0.26 -0.46 -1.82
C 0.172466 -3.106747 -1.858639 0.30 0.07 -0.75
C 1.087305 -4.378564 -1.379392 -2.34 -0.31 1.37
Cl 2.566075 -4.733080 -2.438515 -1.15 0.63 1.30
C 1.027934 0.867585 0.535217 0.93 -0.40 1.29
O -0.196537 1.661570 0.318792 3.86 0.04 -2.17
O -1.044989 1.330718 1.275675 -3.88 -2.05 2.90
H 9.789686 -1.629751 0.107327 -2.37 -0.28 0.64
H 8.344203 -2.839794 -0.014875 0.30 1.96 0.80
H 8.733439 -2.007298 1.634814 -0.43 0.70 -2.33
H 6.396374 -1.934482 -0.887312 0.93 2.01 -0.70
H 7.815963 -1.305422 -1.979013 -1.57 0.84 1.73
H 6.573191 1.324285 -1.230493 -0.84 -2.27 -0.96
H 6.236996 0.311489 -2.853307 -0.19 0.09 2.62
H 4.229112 0.832984 -0.363243 0.78 -1.78 -1.80
H 4.413704 -1.023623 -1.006476 0.02 2.47 -0.23
H 3.540366 -0.420306 -3.285038 -0.15 1.71 1.54
H 3.953659 1.411584 -3.089474 -0.96 -1.98 1.22
H 1.991500 1.912265 -1.582373 -0.04 -2.12 -0.83
H 1.299871 0.937426 -3.045690 1.55 -0.29 2.03
H -0.337742 -0.393412 -0.911367 0.55 0.05 0.05
H 1.276983 -2.229700 0.989154 1.53 1.43 -1.64
H 2.783224 -2.274667 -0.272269 -1.75 1.08 1.32
H 2.697346 -0.941894 1.064270 -1.53 -1.39 -1.58
H 0.400799 -1.263217 -3.179452 1.28 -0.97 1.87
H 2.087144 -1.946738 -2.687944 -2.05 -0.20 0.66
H -0.582306 -2.800149 -0.986488 1.56 -0.90 -1.76
H -0.461349 -3.462673 -2.798713 1.28 0.79 2.09
H 0.404633 -5.356807 -1.425626 1.63 2.15 -0.05
H 1.326497 -4.229558 -0.230274 0.21 -0.41 -2.64
H 2.016043 1.493150 0.584383 -1.97 -0.61 0.01
H 0.962829 0.280979 1.572874 -0.23 1.52 -2.16
H -1.494131 0.446258 1.049404 0.99 1.64 -0.06
C -2.335908 -5.999591 -7.631134 0.02 0.13 -0.20
C -1.212093 -6.992405 -7.377339 -0.05 -0.14 0.07
C -1.094051 -7.410746 -5.909700 0.12 -0.12 0.02
C -0.761039 -6.280993 -4.929196 -0.08 0.13 -0.05
C 0.531910 -5.515866 -5.223973 -0.10 0.01 0.16
C 1.775841 -6.387630 -5.153292 0.14 0.00 -0.13
H -2.172214 -5.058908 -7.098043 -0.06 -0.07 -0.03
H -2.397861 -5.767962 -8.699683 -0.07 0.02 0.15
H -3.299538 -6.412159 -7.318206 0.05 0.07 0.01
H -0.264758 -6.576296 -7.735984 -0.03 -0.04 0.06
H -1.399121 -7.889593 -7.979355 0.08 0.07 0.07
H -0.335009 -8.197987 -5.829763 -0.06 0.07 0.02
H -2.038722 -7.872641 -5.595628 0.07 0.04 -0.05
H -0.697829 -6.707968 -3.920177 0.02 0.03 -0.06
H -1.592060 -5.566469 -4.900284 0.02 -0.07 0.00
H 0.631736 -4.708534 -4.486672 -0.03 -0.09 -0.17
H 0.476539 -5.031184 -6.204368 -0.05 -0.03 0.04
H 1.873983 -6.848748 -4.165400 -0.01 0.01 -0.17
H 2.669659 -5.780979 -5.331948 -0.05 -0.14 0.06
H 1.757906 -7.179854 -5.905884 0.00 0.02 0.03
C -0.939926 1.480985 8.211116 0.21 -0.08 0.09
C -0.873137 2.873586 7.603454 -0.15 0.10 0.02
C -1.988940 3.146663 6.591861 0.01 0.14 -0.06
C -1.985573 2.247112 5.351126 0.03 -0.12 0.06
C -0.695292 2.269955 4.527304 -0.19 -0.16 -0.10
C -0.380479 3.637213 3.940934 0.20 0.01 -0.09
H -0.809606 0.702912 7.453828 -0.04 0.04 0.08
H -0.144391 1.356866 8.953413 -0.13 -0.07 -0.06
H -1.898569 1.319350 8.712709 0.05 -0.03 -0.06
H 0.108787 3.028513 7.144064 -0.07 0.01 -0.02
H -0.951415 3.609409 8.412642 0.03 -0.02 -0.11
H -1.930606 4.196486 6.280809 -0.02 -0.09 0.00
H -2.958147 3.036802 7.094811 0.09 0.01 -0.01
H -2.822511 2.545472 4.706969 0.07 -0.01 0.02
H -2.192004 1.212717 5.650105 -0.01 0.07 0.01
H -0.799527 1.553993 3.701533 0.05 0.14 0.18
H 0.151142 1.923160 5.129333 -0.05 0.01 0.04
H -1.196814 3.984554 3.299730 0.06 -0.01 0.05
H 0.527273 3.583793 3.331027 -0.13 0.08 0.02
H -0.211016 4.382921 4.721664 -0.03 0.00 -0.05
C -5.098582 8.118712 2.919971 0.18 0.10 0.14
C -4.638893 7.380246 1.672411 -0.10 0.01 -0.13
C -5.660284 6.361111 1.161497 0.07 -0.08 -0.13
C -5.979553 5.211861 2.123745 -0.05 0.07 0.16
C -4.777438 4.373709 2.566972 -0.21 -0.07 0.00
C -4.088330 3.655784 1.417169 0.23 -0.10 0.10
H -5.240511 7.437515 3.763590 -0.03 0.08 -0.05
H -4.348171 8.859560 3.215463 -0.15 -0.06 0.03
H -6.039947 8.645259 2.737492 0.04 -0.06 0.05
H -3.675662 6.896059 1.864670 -0.06 -0.02 -0.03
H -4.458053 8.116488 0.880203 0.02 -0.11 0.04
H -5.300142 5.950670 0.210645 -0.05 0.01 0.08
H -6.596008 6.884202 0.926578 0.09 -0.02 0.03
H -6.712732 4.552597 1.641831 0.07 0.04 0.04
H -6.476568 5.610646 3.015890 0.02 -0.01 -0.08
H -5.126771 3.621327 3.286173 0.04 0.15 -0.03
H -4.051572 4.995543 3.101386 -0.05 0.01 -0.01
H -4.786965 2.994532 0.894820 0.05 0.08 -0.01
H -3.264845 3.042562 1.797542 -0.04 0.04 -0.16
H -3.669724 4.359691 0.693553 -0.02 -0.08 0.01
```
Positions in Å, forces in eV/Å.

The energy above the lowest of the compared OMol25 structures with the same formula, charge and spin comes out at 5.480 eV. The highest occupied orbital energy is -0.29698 Ha. As for the SMILES: COCCCCC[PH](C)(CCCCl)COO.CCCCCC.CCCCCC.CCCCCC. As for the energy: -2172.623593 Eh. For the HOMO-LUMO gap, the calculation gives 0.3139 hartree.



Molecular formula: C29H70F18N7O13PS4
Method: DFT, wB97M-V/def2-TZVPD

```
142
Properties=species:S:1:pos:R:3:forces:R:3
P 0.005374 -0.405500 0.250222 2.06 2.60 4.23
F -0.944686 -1.276120 1.283772 -0.32 -1.40 -1.70
F 1.317884 -1.289260 0.743122 -1.74 0.43 -1.73
F -0.238406 -1.331400 -1.111078 -0.04 0.73 1.30
F 0.965764 0.702700 -0.516478 -1.32 -1.62 -0.64
F -1.396356 0.491230 -0.058108 0.81 -0.70 -0.99
F 0.218334 0.536540 1.602222 -0.26 -0.17 -1.28
C -1.083466 3.454290 -1.878358 -0.57 -0.60 0.06
N -1.566796 4.540090 -1.002948 -0.02 1.56 -0.71
C -1.106586 4.301240 0.459622 -0.11 -0.04 -1.10
C -0.853676 5.816790 -1.460918 -0.56 0.33 -0.08
C -3.097206 4.640610 -1.256158 -0.65 0.21 1.73
C -3.891356 5.232870 -0.046288 1.39 0.76 0.01
O -3.205146 6.411740 0.435172 -0.41 -0.71 -0.26
H -1.683896 2.606690 -1.547988 0.77 -0.55 -0.15
H -0.003196 3.327370 -1.807578 -0.17 -0.14 0.39
H -1.339536 3.654440 -2.918778 -0.08 0.28 0.06
H -1.406066 5.153710 1.069292 0.11 -0.23 -0.12
H -0.025966 4.272310 0.319882 -0.03 -0.12 0.72
H -1.499096 3.347850 0.813302 0.08 0.08 -0.05
H 0.234454 5.783230 -1.406478 -0.08 -0.62 0.71
H -1.236366 6.629980 -0.844168 0.12 -0.05 -0.27
H -1.032736 5.968940 -2.525288 -0.57 0.04 0.09
H -3.483136 3.623540 -1.325008 0.30 -0.15 -0.25
H -3.389206 5.172820 -2.161468 0.88 0.09 -0.11
H -3.929456 4.469110 0.730452 0.04 0.15 0.20
H -4.916426 5.509330 -0.293038 0.04 -0.36 -0.44
H -3.826006 7.141500 0.495162 -0.02 0.08 0.06
C -4.517776 0.024880 4.532232 1.01 -0.01 -0.79
N -3.506686 1.041640 4.025402 -1.08 0.09 0.68
C -2.362396 1.077490 5.052262 -0.43 0.47 -1.23
C -2.946136 0.540840 2.687192 -0.17 1.08 0.67
C -4.163996 2.456940 3.991732 0.62 1.14 0.92
C -5.520436 2.824810 3.360272 2.19 -2.39 0.24
O -5.332306 2.678830 1.942202 -1.37 0.21 0.83
H -5.335016 0.019350 3.810992 -0.08 -0.26 0.32
H -4.826866 0.188660 5.564582 -0.07 0.53 -0.24
H -3.957686 -0.910210 4.530122 -0.38 -0.18 -0.13
H -1.770046 0.166910 4.962352 -0.26 -0.09 0.08
H -2.825936 1.192090 6.032102 0.41 0.20 -0.09
H -1.733726 1.895700 4.700972 0.17 0.17 0.60
H -2.471306 -0.411660 2.922502 -0.50 -0.14 -0.54
H -2.149816 1.170540 2.290382 0.15 0.32 0.58
H -3.747576 0.634340 1.954352 -0.05 -0.78 0.12
H -3.342156 3.101300 3.679522 -0.13 0.11 -0.31
H -4.400046 2.777130 5.006552 0.77 -0.61 0.60
H -5.887376 3.751140 3.802262 0.47 0.60 -0.77
H -6.190646 2.098910 3.820702 -0.59 -0.34 -0.67
H -6.173786 2.301750 1.675152 -0.11 0.11 -0.76
C -3.615736 -3.221490 -2.852098 -1.20 0.49 0.73
N -4.506776 -2.167910 -2.156778 0.50 -0.39 -0.30
C -3.554826 -1.109390 -1.533348 -1.81 0.53 -0.79
C -5.439696 -1.539680 -3.240098 2.20 -0.05 -0.19
C -5.418966 -2.904620 -1.157328 0.50 0.14 -0.08
C -4.705386 -3.581180 -0.025498 1.38 0.79 1.66
O -3.837726 -4.659040 -0.247048 0.09 -0.87 -1.07
H -2.671896 -3.236930 -2.307088 -0.05 0.01 -0.38
H -3.574956 -2.926870 -3.900728 0.46 -0.32 0.19
H -4.137716 -4.163660 -2.684908 0.35 -0.10 -0.50
H -4.273036 -0.345050 -1.236608 0.40 0.24 0.47
H -2.945016 -0.675700 -2.325898 -0.05 -0.31 -0.11
H -2.894066 -1.402150 -0.717388 -0.38 -0.54 -0.12
H -6.012226 -2.337200 -3.713678 -0.54 0.25 0.63
H -4.772236 -1.217100 -4.039188 0.28 -0.02 0.02
H -5.897126 -0.593930 -2.949588 -0.59 -0.67 0.62
H -6.015586 -3.593820 -1.754958 -0.20 0.26 0.04
H -5.995006 -2.136320 -0.641588 -0.42 -0.02 -0.41
H -5.337366 -3.869950 0.814342 -0.84 0.39 -0.46
H -4.046416 -2.824330 0.399982 -0.17 0.58 0.29
H -3.935856 -5.229430 0.518862 0.12 -0.33 -0.14
C 1.942434 0.605230 -4.425448 1.18 -0.85 0.53
N 3.383224 0.511110 -3.828778 -0.54 -1.29 -2.19
C 4.398314 0.407360 -5.011468 -0.85 0.94 1.29
C 3.685004 1.760950 -3.077178 0.92 -0.42 -0.50
C 3.484914 -0.811880 -2.992218 -0.80 1.22 0.62
C 4.648384 -0.940140 -2.069608 0.84 -0.90 1.79
O 4.537454 -0.176740 -0.887868 -0.53 1.29 -2.80
H 1.208614 0.491910 -3.627468 0.25 0.06 0.19
H 1.861584 -0.251480 -5.094478 -0.14 0.17 -0.10
H 1.756764 1.539460 -4.955378 0.50 -0.03 0.06
H 4.173014 1.243090 -5.673958 0.05 -0.12 -0.04
H 4.323414 -0.537890 -5.549058 0.03 0.05 0.37
H 5.352014 0.603220 -4.521368 0.17 -0.44 -0.42
H 3.999654 2.502080 -3.811898 -0.89 0.32 -0.16
H 4.649204 1.598290 -2.595568 -0.55 -0.10 1.06
H 2.802734 2.008730 -2.486998 0.65 0.17 0.35
H 3.480754 -1.702160 -3.621108 -0.28 0.46 -0.57
H 2.601144 -0.756150 -2.356658 -0.17 -0.24 -0.02
H 5.604534 -0.985710 -2.590938 0.49 1.19 -0.22
H 4.694224 -1.975430 -1.731708 -0.70 -0.65 -0.20
H 4.859894 -0.635080 -0.108408 0.33 -0.64 1.06
C -0.359066 -4.503250 0.404632 -0.45 1.66 -1.70
N 0.313824 -5.246250 -0.788938 1.35 0.76 1.49
C 1.053384 -6.454150 -0.253748 -0.29 -0.89 0.31
C -0.742596 -5.628130 -1.809348 1.81 0.06 0.36
C 1.388624 -4.255450 -1.491838 0.16 -0.62 -0.33
C 2.573084 -4.966790 -2.247238 -0.80 -0.79 1.49
O 2.114074 -5.758380 -3.306908 -0.16 0.33 -0.80
H 0.318604 -4.014980 1.104952 0.37 -0.72 -0.05
H -1.272256 -4.903230 0.845322 0.74 -1.46 0.10
H -0.870966 -3.663990 -0.066218 0.45 0.48 -0.39
H 0.422124 -6.991010 0.454352 -0.28 0.23 -0.08
H 1.976584 -6.244750 0.286582 -0.20 0.78 -0.08
H 1.321764 -7.181900 -1.019558 -0.21 0.41 -0.41
H -1.049006 -4.690510 -2.273118 -0.51 -0.27 0.27
H -1.500026 -6.232850 -1.310638 -0.07 0.26 -0.28
H -0.157546 -6.171340 -2.551458 -0.47 -0.27 -0.12
H 1.831174 -3.534240 -0.804738 -0.40 -0.36 0.72
H 0.757804 -3.678210 -2.167838 0.16 -0.04 -0.16
H 3.100524 -5.690530 -1.625868 -0.24 0.22 0.64
H 3.399094 -4.292660 -2.473838 -0.44 0.59 -0.35
H 2.192714 -5.239990 -4.111068 -0.11 -0.21 -0.32
C 3.701864 4.161690 0.214762 -0.56 2.79 1.88
F 4.590274 3.282460 0.524022 0.18 -0.84 -0.62
F 4.316594 5.271320 -0.309998 -0.64 -1.15 0.18
F 2.785534 3.748650 -0.694648 0.49 -0.29 0.27
S 2.830494 4.785480 1.896002 2.27 -0.10 0.78
O 3.753674 5.624280 2.659902 -0.52 -2.04 -1.59
O 1.657324 5.524070 1.503692 -0.79 -0.59 -0.99
N 2.518634 3.201550 2.564992 0.82 3.17 -2.28
S 1.486244 3.603480 3.644422 -1.63 -1.34 3.46
O 1.881254 4.674920 4.534062 -0.47 -0.70 -0.42
O 0.082884 3.626640 3.224412 0.14 -0.39 0.05
C 1.656284 1.951630 4.703142 1.95 -0.31 -1.70
F 0.914844 1.909980 5.810232 -0.62 -0.07 -0.52
F 1.429274 0.865100 3.876532 -0.80 1.13 1.22
F 2.930684 1.785310 5.085132 -0.52 0.59 0.03
C 7.678494 0.046450 1.015092 -0.55 -1.55 -1.43
F 7.787514 -1.239700 0.471912 0.43 2.20 0.57
F 8.768964 0.400340 1.652032 0.10 -0.05 -0.81
F 7.377424 0.890540 -0.010178 0.67 -0.74 0.92
S 6.335344 0.030870 2.245692 -3.15 4.08 1.29
O 6.929564 -0.282530 3.502112 0.36 -1.70 -0.46
O 5.774364 1.389490 2.309662 0.54 -2.19 -1.69
N 5.146404 -1.042630 1.525142 1.84 3.26 0.11
S 5.289964 -2.299200 2.373232 0.20 -3.19 4.53
O 6.590334 -2.944140 2.236862 -1.29 0.01 0.14
O 4.760214 -2.135990 3.776202 0.72 -1.02 -4.01
C 4.174814 -3.553820 1.431302 0.77 0.57 3.13
F 4.265684 -4.678370 2.120692 -0.43 -0.85 1.47
F 2.889164 -3.185230 1.433222 -0.30 -0.02 -0.80
F 4.599064 -3.941160 0.269192 0.15 0.81 -2.96
```
Positions in Å, forces in eV/Å.

As for the net charge: +2. The highest occupied orbital energy is -0.41418 Ha. As for the energy: -6239.278931 Eh. For the HOMO-LUMO gap, the calculation gives 0.2214 hartree.



- Number 2 is which compound?
  C29H70F18N7O13PS4



- What is the energy in the first record?
  -2172.623593 Eh



- Number 1 is which compound?
  C29H68ClO3P